[1]
DFT (wB97M-V/def2-TZVPD) results for a cluster of 2 separate species, C5H12O in total.

The geometry in XYZ format:
```
18
Properties=species:S:1:pos:R:3:forces:R:3:lowdin_charge:R:1
C -0.32768 2.48176 -2.10149 -1.06 0.74 0.04 -0.132
C 0.68946 1.42033 -2.06474 1.00 0.48 -0.49 -0.211
C 0.71890 0.52466 -1.09952 0.41 -0.64 0.70 -0.155
C -0.23381 0.46604 0.10736 1.16 -0.78 -0.63 -0.235
C -0.54880 -1.02756 0.47329 -0.48 0.82 0.10 -0.114
H -0.35418 2.97375 -1.11465 -0.24 0.07 -0.46 0.079
H -1.29313 1.97503 -2.26801 0.02 0.57 0.06 0.085
H -0.19807 3.25541 -2.87692 0.07 -0.46 0.30 0.075
H 1.50087 1.48355 -2.80175 -0.39 -0.42 0.19 0.100
H 1.54836 -0.19112 -1.17203 -0.42 0.01 0.46 0.104
H -1.07615 1.16093 -0.07440 0.14 -0.85 0.27 0.093
H 0.32701 0.83944 0.98571 -0.28 0.18 -0.37 0.108
H -1.32357 -1.01898 1.25831 0.31 -0.28 -0.23 0.064
H 0.36214 -1.49532 0.88314 -0.40 0.15 -0.20 0.070
H -0.90955 -1.63972 -0.37036 0.14 0.40 0.25 0.071
O 0.57091 -3.73206 3.72992 -0.61 0.00 1.07 -0.092
H 0.45133 -2.98801 4.36266 0.11 -0.83 -0.66 0.046
H 0.09594 -4.48812 4.14347 0.50 0.84 -0.42 0.046
```
Forces are in eV/Å.

## Properties
ΔE to the lowest compared entry with this formula, charge and spin: 1.170 eV
molar mass: 88.150 g/mol
HOMO level: -8.988 eV
Kohn-Sham gap: 0.3623 Eh
2S+1: 1



[2]
DFT (wB97M-V/def2-TZVPD) results for an isolated molecule of C5H12O.

The geometry in XYZ format:
```
18
Properties=species:S:1:pos:R:3:forces:R:3:lowdin_charge:R:1
C -1.07583 0.83408 -1.32693 -0.01 0.05 -0.04 -0.086
C -0.65149 -0.43288 -0.57945 0.01 -0.02 -0.05 -0.449
C -1.80219 -0.95339 0.28325 -0.03 -0.02 0.03 -0.090
C 0.60276 -0.19636 0.26808 0.00 -0.02 0.04 -0.183
C 1.81036 0.25782 -0.53413 -0.38 -0.02 -0.23 -0.288
O 2.92205 0.31133 0.34165 0.25 0.13 -0.02 -0.068
H -0.30514 1.17667 -2.02561 -0.14 -0.05 0.09 0.067
H -1.27101 1.64931 -0.61740 0.02 -0.11 -0.09 0.087
H -1.99185 0.66416 -1.90369 0.12 0.01 0.09 0.077
H -0.41141 -1.20628 -1.32480 -0.03 0.10 0.08 0.134
H -2.08531 -0.21222 1.04174 0.05 -0.09 -0.11 0.082
H -1.52626 -1.87677 0.80489 -0.02 0.13 -0.07 0.076
H -2.68868 -1.16163 -0.32750 0.14 0.04 0.09 0.075
H 0.39708 0.55487 1.04339 -0.01 -0.09 -0.10 0.126
H 0.88041 -1.12065 0.79134 -0.06 0.11 -0.06 0.122
H 1.62520 1.24592 -0.97895 0.03 -0.14 0.09 0.111
H 1.98996 -0.44838 -1.36389 0.02 0.11 0.16 0.124
H 3.58505 0.88175 -0.05974 0.04 -0.11 0.10 0.083
```
Forces are in eV/Å.

## Properties
ΔE to the lowest compared entry with this formula, charge and spin: 0.256 eV
molar mass: 88.150 g/mol
HOMO level: -10.294 eV
Kohn-Sham gap: 0.4138 Eh
2S+1: 1



[3]
DFT (wB97M-V/def2-TZVPD) results for an isolated molecule of C5H12O.

The geometry in XYZ format:
```
18
Properties=species:S:1:pos:R:3:forces:R:3:lowdin_charge:R:1
C -1.53771 2.36274 -0.70423 -0.03 0.03 -0.04 -0.118
C -0.79991 1.51667 0.32999 0.03 -0.05 0.04 -0.240
C -0.45303 0.14249 -0.21842 -0.14 0.18 -0.16 -0.267
O 0.23110 -0.59984 0.76515 -0.02 0.01 0.06 -0.158
C 0.81320 -1.79643 0.27895 0.06 -0.22 -0.08 -0.288
C 2.32865 -1.68488 0.24798 0.09 0.02 0.01 -0.080
H -1.78154 3.35170 -0.30370 0.03 -0.15 -0.07 0.069
H -2.47526 1.88515 -1.01205 0.12 0.07 0.05 0.072
H -0.92856 2.50820 -1.60435 -0.08 -0.02 0.13 0.072
H -1.41126 1.39655 1.23212 0.08 -0.01 -0.12 0.113
H 0.12557 2.01581 0.63928 -0.10 -0.08 -0.04 0.113
H -1.37618 -0.38288 -0.52163 0.14 0.05 0.04 0.129
H 0.16827 0.25210 -1.12367 -0.04 -0.01 0.12 0.127
H 0.42903 -2.02814 -0.72481 0.02 0.04 0.14 0.113
H 0.50647 -2.61753 0.94046 0.04 0.14 -0.09 0.117
H 2.77649 -2.59906 -0.15758 -0.06 0.12 0.05 0.074
H 2.71568 -1.53179 1.25942 -0.04 0.00 -0.12 0.075
H 2.64878 -0.83798 -0.37027 -0.09 -0.14 0.07 0.075
```
Forces are in eV/Å.

## Properties
ΔE to the lowest compared entry with this formula, charge and spin: 0.612 eV
molar mass: 88.150 g/mol
HOMO level: -9.620 eV
Kohn-Sham gap: 0.3970 Eh
2S+1: 1



[4]
DFT (wB97M-V/def2-TZVPD) results for an isolated molecule of C5H12O.

The geometry in XYZ format:
```
18
Properties=species:S:1:pos:R:3:forces:R:3:lowdin_charge:R:1
C -1.99759 -0.33669 0.04636 -1.57 -0.53 0.95 -0.100
C -0.54478 -0.10417 0.38962 0.56 -0.53 -0.31 -0.437
C -0.26133 1.34542 0.72736 0.12 0.20 -0.15 -0.081
C 0.30288 -0.66130 -0.78985 -0.35 -0.37 -0.01 -0.174
C 1.77582 -0.33480 -0.73176 -0.12 1.23 -0.14 -0.283
O 2.38265 -0.80693 0.45108 0.63 -1.07 -0.75 -0.047
H -2.15616 -1.31277 -0.41828 0.20 0.23 -0.56 0.076
H -2.69477 -0.44016 0.89848 0.66 0.28 0.31 0.079
H -2.48536 0.47061 -0.50334 0.45 -0.09 -0.57 0.080
H -0.27008 -0.72255 1.24959 -0.14 0.03 0.08 0.132
H -0.52861 1.97213 -0.12759 0.04 0.15 0.10 0.089
H 0.78364 1.53387 0.97395 0.13 -0.04 -0.14 0.064
H -0.81220 1.67989 1.60177 -0.33 -0.01 0.01 0.079
H 0.17483 -1.74924 -0.79114 0.05 0.00 0.12 0.116
H -0.13233 -0.35348 -1.74637 0.14 0.34 0.00 0.120
H 2.36093 -0.69542 -1.57595 -0.19 -0.55 0.02 0.116
H 1.87493 0.75821 -0.84062 0.11 -0.07 0.31 0.111
H 2.22752 -0.24263 1.18668 -0.36 0.82 0.71 0.059
```
Forces are in eV/Å.

## Properties
ΔE to the lowest compared entry with this formula, charge and spin: 0.528 eV
molar mass: 88.150 g/mol
HOMO level: -10.260 eV
Kohn-Sham gap: 0.4136 Eh
2S+1: 1